--- w ---
Below is a 2-piece molecular cluster, H4NOP2 overall, with properties calculated with wB97M-V/def2-TZVPD.

Each line ends with the Mulliken charge.
CARTESIAN COORDINATES (ANGSTROEM)
P (-0.4789, 1.5727, -0.6181)  -0.35
H (-0.9893, -0.7650, 1.6525)  -0.02
O (1.5239, 0.1382, -0.7497)  -0.58
N (0.9477, 1.1816, -1.1752)  0.00
H (-0.5011, 2.7255, -1.4050)  0.02
H (-0.4317, -0.9853, -0.0345)  -0.04
P (-0.6767, -1.8719, 0.9868)  -0.05
H (0.6062, -1.9958, 1.3432)  0.00

Computed properties:
E_HOMO: -2.35 eV
total charge: -1
Kohn-Sham gap: 6.91 eV

***

--- x ---
Below is an isolated ion of composition H4NOP2 and charge -1, with properties calculated with wB97M-V/def2-TZVPD.

Each line ends with the Mulliken charge.
CARTESIAN COORDINATES (ANGSTROEM)
O (1.0616, -2.8319, -0.5957)  -0.63
P (0.6260, -1.4987, -0.1666)  0.31
H (1.0868, -1.1396, 1.0045)  -0.02
H (1.3115, -0.4983, -1.0658)  -0.01
P (-1.8711, 0.1381, -0.0209)  -0.09
H (-1.2073, 1.2028, -0.8312)  -0.05
H (-1.3540, 0.7432, 1.2059)  -0.06
N (-1.0006, -1.2669, -0.2853)  -0.46

Computed properties:
SMILES: [O-][PH2]=NP
E_HOMO: -3.90 eV
total charge: -1
Kohn-Sham gap: 8.69 eV

***

The structure with the least stability is w.

***

--- w ---
Below is a 2-piece molecular cluster, C2H2NO3 overall, with properties calculated with wB97M-V/def2-TZVPD.

Each line ends with the Mulliken charge.
CARTESIAN COORDINATES (ANGSTROEM)
O (3.6561, 0.9605, -0.5119)  -0.51
O (0.2656, 0.9696, 0.9381)  -0.28
N (0.7434, 0.3503, -0.3039)  -0.21
C (3.1596, -0.0615, -0.0155)  0.89
H (-1.3085, 0.8087, -0.4916)  -0.16
C (-0.3262, 1.3340, -0.3433)  -0.42
H (0.4019, -0.6019, -0.3959)  0.14
O (2.9112, -1.0759, 0.5346)  -0.44

Computed properties:
E_HOMO: -1.47 eV
total charge: -1
Kohn-Sham gap: 5.17 eV

***

--- x ---
Below is a 2-piece molecular cluster, C2H2NO3 overall, with properties calculated with wB97M-V/def2-TZVPD.

Each line ends with the Mulliken charge.
CARTESIAN COORDINATES (ANGSTROEM)
H (-1.2896, -0.2830, -0.7987)  0.42
O (-1.9311, -0.5755, -0.0417)  -0.74
O (-0.0887, 0.6063, -1.0939)  -0.73
C (0.4949, 0.5060, 0.0017)  0.64
N (2.5531, -1.1630, 0.2720)  -0.47
O (0.2114, 1.0899, 1.0479)  -0.63
H (-1.6842, 0.1676, 0.4865)  0.30
C (1.7343, -0.3484, 0.1262)  0.21

Computed properties:
E_HOMO: -5.83 eV
total charge: -1
Kohn-Sham gap: 10.22 eV

***

The structure with the least stability is w.

***

--- w ---
Below is C2H5NS2 as an isolated structure, with properties calculated with wB97M-V/def2-TZVPD.

Each line ends with the Mulliken charge.
CARTESIAN COORDINATES (ANGSTROEM)
H (0.2293, -0.7536, 1.2962)  0.44
C (0.1734, 0.0083, 0.5007)  -0.29
H (-1.5931, 1.4401, 0.6987)  0.30
H (-1.0082, 1.3245, -0.8868)  0.25
H (-1.4023, -1.5846, -0.5745)  0.14
S (2.5037, -0.5816, 0.0777)  -0.16
N (1.1301, 0.2783, -0.2279)  -0.28
S (-2.2263, -0.7345, -0.0308)  -0.25
C (-1.0937, 0.7220, 0.0766)  -0.30
H (3.2871, -0.1189, -0.9299)  0.15

Computed properties:
E_HOMO: -8.86 eV
Kohn-Sham gap: 9.69 eV

***

--- x ---
Below is a 2-piece molecular cluster, C2H5NS2 overall, with properties calculated with wB97M-V/def2-TZVPD.

Each line ends with the Mulliken charge.
CARTESIAN COORDINATES (ANGSTROEM)
S (0.1816, -2.2424, -0.0251)  -0.35
H (-0.8218, -2.9504, 0.6424)  0.18
C (-2.0830, 0.5358, -0.0366)  0.46
H (-0.0287, 1.7474, -1.4228)  0.29
N (-0.9335, 0.7078, 0.2624)  -0.23
H (0.9806, 0.3920, -0.4605)  0.18
H (0.0243, -2.9218, -1.1213)  0.15
H (0.7217, 1.9414, 0.3468)  0.27
S (-3.6128, 0.3740, -0.0371)  -0.39
C (0.1990, 1.2944, -0.4442)  -0.56

Computed properties:
SMILES: CN=C=S.S
E_HOMO: -8.96 eV
Kohn-Sham gap: 9.47 eV

***

The structure with the least stability is w.